One molecule with the formula C3H7IO2 in a non-equilibrium geometry, computed with wB97M-V/def2-TZVPD.

XYZ file:
```
13
Properties=species:S:1:pos:R:3:nbo_charge:R:1
I 1.369 -2.544 2.418 -0.389
O 0.938 0.533 1.687 -0.704
O 2.029 -0.402 0.022 -0.672
C 0.853 -0.470 0.797 0.765
C -0.399 0.445 -0.980 -0.610
C -0.358 -0.638 0.068 -0.553
H -0.282 -1.498 -0.476 0.252
H -0.938 1.360 -0.594 0.209
H 2.555 0.038 0.652 0.487
H -0.918 0.060 -1.904 0.228
H 0.027 0.798 2.099 0.510
H -1.084 -0.706 0.821 0.233
H 0.594 0.806 -1.302 0.243
```

Output
total charge: 0
largest force on an atom: 4.49 eV Å⁻¹
HOMO: -8.6 eV
E_tot: -15418.8827 eV


A 2-piece molecular cluster, C3H7IO3 overall in a non-equilibrium geometry, computed with wB97M-V/def2-TZVPD.

XYZ file:
```
14
Properties=species:S:1:pos:R:3:nbo_charge:R:1
I -2.492 -1.964 0.824 -0.038
O -2.389 0.589 -0.766 -0.714
O 2.449 -0.574 0.341 -0.728
O 0.192 -0.553 -1.689 -0.680
C 0.441 0.030 -0.494 0.130
C -1.785 0.027 0.251 -0.029
C 1.105 -0.514 0.723 -0.141
H -1.589 0.591 1.090 0.161
H 0.273 1.136 -0.507 0.193
H 0.886 0.093 1.627 0.194
H 0.374 -1.501 -1.626 0.486
H 2.659 -0.138 -0.507 0.481
H -2.487 0.148 -1.627 0.502
H 0.661 -1.536 0.911 0.184
```

Output
total charge: 0
largest force on an atom: 6.64 eV Å⁻¹
HOMO (alpha / beta): -7.3 / -7.3 eV
E_tot: -17463.5783 eV


One molecule with the formula C3H7N in a non-equilibrium geometry, computed with wB97M-V/def2-TZVPD.

XYZ file:
```
11
Properties=species:S:1:pos:R:3:nbo_charge:R:1
N 0.465 -0.509 0.039 -0.648
C -2.007 0.450 -0.169 -0.555
C 1.809 0.286 -0.018 -0.420
C -0.989 -0.410 0.093 0.033
H 2.479 -0.290 -0.707 0.208
H -1.353 -1.415 0.279 0.187
H 0.872 -1.405 0.163 0.371
H -3.097 0.156 -0.176 0.209
H 2.114 0.364 1.094 0.209
H 1.727 1.253 -0.562 0.210
H -2.019 1.521 -0.037 0.195
```

Output
total charge: 0
largest force on an atom: 2.17 eV Å⁻¹
HOMO: -7.9 eV
E_tot: -4712.0516 eV


C3H7N as an isolated structure in a non-equilibrium geometry, computed with wB97M-V/def2-TZVPD.

XYZ file:
```
11
Properties=species:S:1:pos:R:3:nbo_charge:R:1
N 1.104 0.771 -0.762 -0.867
C -0.347 -0.716 0.532 -0.394
C 0.960 -0.167 0.105 0.159
C -1.497 0.113 0.061 -0.651
H 0.171 -1.137 -0.454 0.286
H -2.474 -0.328 0.127 0.219
H -0.250 -1.315 1.418 0.240
H -1.187 0.563 -0.866 0.265
H -1.588 1.022 0.687 0.213
H 1.852 -0.638 0.550 0.149
H 1.564 1.549 -0.283 0.381
```

Output
total charge: 0
largest force on an atom: 2.94 eV Å⁻¹
HOMO: -7.8 eV
E_tot: -4710.9335 eV


One molecule with the formula C3H7N in a non-equilibrium geometry, computed with wB97M-V/def2-TZVPD.

XYZ file:
```
11
Properties=species:S:1:pos:R:3:nbo_charge:R:1
N 0.980 0.799 0.002 -0.604
C 0.958 -0.658 -0.173 -0.261
C -0.187 -0.056 0.510 -0.082
C -1.525 -0.019 -0.196 -0.631
H 1.784 -1.170 0.418 0.193
H -2.107 -0.772 0.337 0.219
H 0.814 -1.117 -1.192 0.186
H -1.983 0.899 0.156 0.215
H 0.800 1.281 -0.851 0.347
H -0.157 -0.202 1.567 0.202
H -1.485 -0.108 -1.296 0.217
```

Output
total charge: 0
largest force on an atom: 2.39 eV Å⁻¹
HOMO: -9.3 eV
E_tot: -4713.0901 eV


A 2-piece molecular cluster, C3H7N overall in a non-equilibrium geometry, computed with wB97M-V/def2-TZVPD.

XYZ file:
```
11
Properties=species:S:1:pos:R:3:nbo_charge:R:1
N 2.487 0.146 0.644 -0.908
C -1.224 -0.960 -0.841 -0.370
C -2.227 -0.172 -0.466 -0.395
C 1.533 0.974 0.381 -0.022
H -3.165 -0.281 -0.902 0.194
H 3.053 0.164 1.499 0.397
H -1.877 0.680 0.129 0.193
H 1.129 1.676 1.236 0.146
H 2.913 -0.439 -0.051 0.394
H -0.281 -0.864 -0.526 0.192
H -1.655 -1.780 -1.552 0.182
```

Output
total charge: 0
largest force on an atom: 6.94 eV Å⁻¹
HOMO (alpha / beta): -6.0 / -9.9 eV
⟨S²⟩: 2.005
E_tot: -4708.4985 eV
2S+1: 3


An isolated ion of composition C3H7N2 and charge +1 in a non-equilibrium geometry, computed with wB97M-V/def2-TZVPD.

XYZ file:
```
12
Properties=species:S:1:pos:R:3:nbo_charge:R:1
N -1.515 0.048 -0.447 -0.533
N 1.070 0.193 0.557 -0.424
C 1.722 -0.539 -0.225 0.004
C 0.002 0.825 0.016 -0.167
C -2.077 -0.940 -0.028 0.172
H 0.806 -0.175 1.386 0.419
H -0.620 1.536 0.736 0.235
H 2.569 -1.126 0.158 0.237
H 1.604 -0.287 -1.264 0.206
H -1.844 -1.710 0.710 0.205
H 0.356 1.330 -0.825 0.216
H -2.073 0.845 -0.775 0.431
```

Output
total charge: +1
largest force on an atom: 5.88 eV Å⁻¹
HOMO (alpha / beta): -12.1 / -13.2 eV
E_tot: -6191.9502 eV


An isolated ion of composition C3H7N2 and charge +1 in a non-equilibrium geometry, computed with wB97M-V/def2-TZVPD.

XYZ file:
```
12
Properties=species:S:1:pos:R:3:nbo_charge:R:1
N 1.454 0.018 -1.424 -0.716
N -0.321 0.096 0.320 -0.285
C 0.792 -0.122 -0.356 0.551
C -1.744 0.153 0.072 -0.400
C 0.763 -0.160 1.251 -0.185
H 0.689 -1.127 1.900 0.235
H 2.445 0.171 -1.358 0.449
H 1.046 0.698 1.750 0.212
H 1.019 -0.327 -2.271 0.442
H -2.216 -0.697 0.280 0.225
H -1.954 1.010 0.749 0.241
H -1.973 0.288 -0.913 0.231
```

Output
total charge: +1
largest force on an atom: 7.73 eV Å⁻¹
HOMO: -15.3 eV
E_tot: -6195.0579 eV


An isolated ion of composition C3H7N2O and charge +1 in a non-equilibrium geometry, computed with wB97M-V/def2-TZVPD.

XYZ file:
```
13
Properties=species:S:1:pos:R:3:nbo_charge:R:1
O -0.942 1.383 -0.036 -0.459
N 2.278 -0.183 0.022 -0.695
N -1.982 -0.796 0.102 -0.727
C -0.857 0.191 0.566 0.134
C 0.126 0.707 -0.633 -0.132
C 1.212 0.607 0.282 0.231
H 2.968 -0.137 0.708 0.421
H -1.876 -1.724 0.449 0.440
H 0.258 0.607 -1.653 0.235
H -2.801 -0.464 0.647 0.447
H -2.148 -0.724 -0.852 0.416
H 2.399 -0.623 -0.866 0.419
H 1.364 1.156 1.265 0.269
```

Output
total charge: +1
largest force on an atom: 3.63 eV Å⁻¹
HOMO: -12.5 eV
E_tot: -8241.0375 eV


An isolated ion of composition C3H7N2O and charge +1 in a non-equilibrium geometry, computed with wB97M-V/def2-TZVPD.

XYZ file:
```
13
Properties=species:S:1:pos:R:3:nbo_charge:R:1
O 3.091 -0.496 -0.162 -0.194
N 2.014 -0.239 0.286 0.280
N 1.210 0.694 -0.130 -0.275
C -1.256 0.047 -0.493 -0.255
C -0.187 0.903 0.229 -0.280
C -1.667 -1.109 -0.001 -0.325
H 1.599 -0.806 1.209 0.409
H -1.743 0.402 -1.428 0.246
H -0.429 1.975 -0.173 0.272
H -0.164 0.721 1.251 0.226
H -2.497 -1.748 -0.496 0.240
H -1.489 -1.575 0.932 0.204
H 1.517 1.231 -1.025 0.452
```

Output
total charge: +1
largest force on an atom: 4.00 eV Å⁻¹
HOMO (alpha / beta): -14.8 / -14.8 eV
E_tot: -8240.3583 eV


An isolated ion of composition C3H7N2O and charge +1 in a non-equilibrium geometry, computed with wB97M-V/def2-TZVPD.

XYZ file:
```
13
Properties=species:S:1:pos:R:3:nbo_charge:R:1
O -2.522 1.527 -0.515 -0.305
N -0.667 0.463 -0.274 -0.199
N -1.476 1.384 0.087 0.218
C 0.472 0.190 0.561 -0.413
C 0.331 0.464 1.936 0.255
C -0.776 -0.308 -1.536 -0.478
H -1.133 0.550 -2.152 0.260
H -1.535 -1.103 -1.679 0.257
H 0.693 -0.845 0.296 0.348
H 1.049 0.197 2.562 0.201
H 1.417 0.810 0.273 0.365
H -0.586 0.959 2.377 0.272
H 0.180 -0.791 -1.744 0.222
```

Output
total charge: +1
largest force on an atom: 4.69 eV Å⁻¹
HOMO (alpha / beta): -13.9 / -13.9 eV
E_tot: -8238.7427 eV


A 2-piece molecular cluster, C3H7N2O overall in a non-equilibrium geometry, computed with wB97M-V/def2-TZVPD.

XYZ file:
```
13
Properties=species:S:1:pos:R:3:nbo_charge:R:1
O 2.812 -0.146 -0.042 -0.940
N -0.720 1.103 0.486 -0.464
N -0.359 -0.665 -0.750 -0.467
C -1.440 0.099 1.017 0.219
C -1.355 -1.001 0.098 0.210
C -0.117 0.669 -0.648 0.460
H -1.916 0.157 1.988 0.321
H 0.203 -1.255 -1.365 0.510
H 3.392 0.117 -0.771 0.502
H -1.977 -1.871 -0.081 0.323
H 0.524 1.146 -1.385 0.324
H -0.801 2.093 0.728 0.516
H 2.844 -1.116 -0.068 0.486
```

Output
total charge: +2
largest force on an atom: 1.74 eV Å⁻¹
HOMO (alpha / beta): -19.6 / -19.3 eV
⟨S²⟩: 0.762
E_tot: -8231.0249 eV
2S+1: 2


A 2-piece molecular cluster, C3H7N2O overall in a non-equilibrium geometry, computed with wB97M-V/def2-TZVPD.

XYZ file:
```
13
Properties=species:S:1:pos:R:3:nbo_charge:R:1
O -0.902 -0.816 2.760 -0.914
N -0.096 1.237 -0.794 -0.464
N 0.896 -0.660 -0.252 -0.443
C 0.513 0.566 0.199 0.445
C -0.168 0.451 -1.882 0.209
C 0.558 -0.720 -1.544 0.205
H -0.331 2.226 -0.700 0.514
H 1.245 -1.365 0.348 0.510
H 0.777 -1.586 -2.149 0.314
H -1.741 -0.923 2.370 0.486
H -0.605 0.679 -2.849 0.324
H 0.768 0.938 1.181 0.317
H -0.915 -0.027 3.313 0.497
```

Output
total charge: +2
largest force on an atom: 2.90 eV Å⁻¹
HOMO (alpha / beta): -19.5 / -19.1 eV
⟨S²⟩: 0.761
E_tot: -8231.2312 eV
2S+1: 2


C3H7N2O2 as an isolated structure in a non-equilibrium geometry, computed with wB97M-V/def2-TZVPD.

XYZ file:
```
14
Properties=species:S:1:pos:R:3:nbo_charge:R:1
O 0.997 3.143 0.730 -0.821
O 0.875 2.400 -1.443 -0.773
N 0.574 -1.981 0.849 -0.831
N -0.042 1.165 0.231 -0.711
C -0.698 -1.099 0.168 -0.502
C 0.663 2.351 -0.231 0.867
C -0.108 0.023 -0.579 -0.201
H 0.866 -0.394 -1.055 0.180
H 0.307 -2.917 0.484 0.324
H -0.742 0.183 -1.577 0.182
H -0.348 -1.169 1.302 0.445
H -1.027 -1.880 -0.484 0.242
H 0.430 0.889 1.091 0.358
H -1.748 -0.715 0.514 0.241
```

Output
total charge: -1
largest force on an atom: 4.77 eV Å⁻¹
HOMO: -4.1 eV
E_tot: -10296.5937 eV


An isolated ion of composition C3H7N2O2 and charge +1 in a non-equilibrium geometry, computed with wB97M-V/def2-TZVPD.

XYZ file:
```
14
Properties=species:S:1:pos:R:3:nbo_charge:R:1
O -0.661 1.050 1.558 -0.760
O 2.434 -0.952 -0.844 -0.445
N 0.308 -0.222 -1.736 -0.588
N -0.764 -1.148 0.397 -0.681
C 0.012 -0.076 -0.324 0.054
C 1.370 -0.633 -1.146 0.770
C 0.078 1.275 0.381 -0.101
H -0.500 -0.950 1.373 0.479
H -0.522 -2.148 0.078 0.455
H -0.485 2.085 -0.211 0.214
H -0.171 -0.324 -2.713 0.445
H 1.166 1.357 0.596 0.217
H -1.715 -1.036 0.357 0.426
H -0.549 1.721 2.235 0.515
```

Output
total charge: +1
largest force on an atom: 4.00 eV Å⁻¹
HOMO: -13.5 eV
E_tot: -10289.8049 eV


C3H7N2O2 as an isolated structure in a non-equilibrium geometry, computed with wB97M-V/def2-TZVPD.

XYZ file:
```
14
Properties=species:S:1:pos:R:3:nbo_charge:R:1
O 0.776 3.757 -0.359 -0.318
O 0.482 -1.802 -0.675 -0.793
N -0.248 -0.267 1.453 -0.804
N 0.632 1.423 -0.295 -0.782
C -0.772 0.212 0.105 0.138
C 0.798 2.660 -0.376 0.962
C -0.746 -0.969 -0.822 -0.222
H -1.592 -1.495 -0.425 0.234
H 0.657 -0.859 1.298 0.455
H 0.495 -2.519 -1.315 0.505
H -0.681 -0.542 -1.811 0.236
H 1.404 0.850 -0.738 0.458
H -0.213 0.534 2.188 0.468
H -0.995 -0.981 1.773 0.463
```

Output
total charge: +1
largest force on an atom: 5.87 eV Å⁻¹
HOMO: -13.2 eV
E_tot: -10288.6578 eV


A 2-piece molecular cluster, C3H7N2O3 overall in a non-equilibrium geometry, computed with wB97M-V/def2-TZVPD.

XYZ file:
```
15
Properties=species:S:1:pos:R:3:nbo_charge:R:1
O -1.401 0.042 0.399 -0.428
O 3.118 -1.451 -0.429 -0.366
O 1.294 1.539 0.243 -0.685
N 2.508 -0.461 -0.221 0.166
N -0.293 -1.872 0.672 -0.693
C -0.543 -0.793 -0.024 0.550
C 1.824 0.361 0.239 0.375
C -1.885 1.079 -0.447 -0.291
H -0.194 -0.536 -1.067 0.222
H -1.182 2.035 -0.427 0.230
H -1.697 0.720 -1.461 0.199
H -0.685 -1.846 1.597 0.444
H 0.399 -2.534 0.330 0.458
H 1.717 2.333 0.662 0.550
H -2.979 1.385 -0.065 0.269
```

Output
total charge: +1
largest force on an atom: 3.34 eV Å⁻¹
HOMO: -13.3 eV
E_tot: -12335.1682 eV


An isolated ion of composition C3H7N2O3 and charge +1 in a non-equilibrium geometry, computed with wB97M-V/def2-TZVPD.

XYZ file:
```
15
Properties=species:S:1:pos:R:3:nbo_charge:R:1
O -3.128 -0.191 -0.234 -0.480
O -1.213 0.860 -0.688 -0.481
O -1.140 -0.962 0.565 -0.506
N 0.576 1.850 0.557 -0.827
N 0.962 -1.535 -0.372 -0.703
C 0.156 0.850 -0.324 0.193
C 0.210 -0.561 0.438 0.200
C -1.974 -0.021 -0.115 0.967
H 0.790 1.073 -1.230 0.224
H -0.057 2.022 1.426 0.401
H 0.838 -1.613 -1.440 0.478
H 0.752 -2.464 0.076 0.463
H 0.651 -0.615 1.400 0.221
H 1.901 -1.389 -0.045 0.451
H 0.676 2.696 -0.013 0.398
```

Output
total charge: +1
largest force on an atom: 3.35 eV Å⁻¹
HOMO: -14.9 eV
E_tot: -12339.5756 eV


One molecule with the formula C3H7N2OP in a non-equilibrium geometry, computed with wB97M-V/def2-TZVPD.

XYZ file:
```
14
Properties=species:S:1:pos:R:3:nbo_charge:R:1
P 1.713 -0.617 0.472 0.321
O -0.230 2.854 0.532 -0.290
N -0.334 2.484 -0.608 0.166
N -0.323 -2.167 -0.419 -0.636
C -0.098 1.032 -0.857 -0.319
C -0.899 -1.137 -0.021 0.172
C -0.064 0.135 0.358 -0.546
H 1.615 -1.630 1.417 -0.014
H -0.862 0.813 -1.491 0.214
H 2.102 0.406 1.293 -0.048
H -0.834 -2.958 -0.440 0.348
H -2.008 -1.063 0.033 0.155
H -0.623 0.667 1.041 0.240
H 0.846 1.181 -1.312 0.237
```

Output
total charge: 0
largest force on an atom: 4.70 eV Å⁻¹
HOMO: -9.1 eV
E_tot: -17536.3369 eV